# C6H12N4O

A structure of composition C6H12N4O (the ωB97M-V functional and the def2-TZVPD basis, the OMol25 dataset).

The spin multiplicity is 1. Its net charge is 0. The HOMO energy comes out at -8.97 eV. For the HOMO-LUMO gap, the calculation gives 9.30 eV. Its energy above the lowest of the compared OMol25 structures with the same formula, charge and spin is 3.9241 eV.

Atoms and positions in Å:
H1 -3.72236 0.35988 0.06759
C1 -1.52247 -0.16475 -0.32076
H2 -3.23086 -1.16796 0.98835
N1 4.91660 -0.72078 0.40062
H3 2.40983 -0.61392 1.51195
O1 -1.07434 0.75026 0.77205
N2 1.64686 -0.20295 1.01577
C2 -3.00516 -0.50187 0.06297
C3 -0.73972 -1.62462 -0.42830
H4 -0.00507 2.29938 1.02186
H5 -3.32140 -1.21735 -0.80633
H6 -1.12337 -2.33226 0.49287
C4 1.86958 0.49763 -0.04927
N3 2.99069 0.36770 -0.81217
H7 0.67115 0.10728 1.82877
H8 -1.40789 0.22441 -1.41648
C5 4.08402 -0.21251 -0.22027
H9 -0.88054 -1.96415 -1.68416
H10 1.35631 2.08107 -1.25848
N4 0.87879 1.32481 -0.60314
H11 0.52180 -1.38253 -0.28733
H12 -1.00304 2.30430 -0.49016
C6 -0.30943 1.78892 0.21405

Atomic partial charges in e from the Mulliken method, atoms 1 to 4: H 0.3219; C 0.2690; H 0.2864; N -0.5159